Entry 1:
DFT (the ωB97M-V functional and the def2-TZVPD basis) results for a molecular structure, C14H19F3IIrN5O8 at a distorted geometry.

Summary:
Expectation value of S²: 6.0240
E_LUMO (alpha / beta) (eV): -4.8 / -7.0
Max |F| (eV Å⁻¹): 5.78
Gap between HOMO and LUMO (alpha / beta) (hartree): 0.1181 / 0.1646
E_tot (Eh): -2121.53812

```
! RIJCOSX wB97M-V def2-TZVPD def2/J DEFGRID3
* xyz 1 5
Ir -0.66 1.52 1.21
C -3.19 -0.86 -2.88
O -2.56 -2.11 -2.99
C -2.49 -2.86 -1.80
C -1.07 -3.20 -1.43
O -0.49 -2.01 -0.91
C 0.88 -2.25 -0.55
H -2.47 -0.09 -3.20
H -3.74 -0.74 -1.89
H -4.01 -0.88 -3.62
H -3.02 -3.84 -1.93
H -2.97 -2.34 -1.00
H -0.48 -3.49 -2.33
H -1.00 -3.99 -0.68
H 0.93 -2.86 0.35
H 1.33 -1.28 -0.40
H 1.45 -2.87 -1.34
N -0.65 2.78 -0.57
N -1.95 2.83 -0.97
C -2.91 2.52 -0.11
N -4.23 2.49 -0.47
N -2.46 2.08 1.08
N -3.17 1.90 2.21
O -2.59 1.18 3.06
O -4.31 2.40 2.21
H -0.31 3.69 -0.23
H 0.09 2.27 -1.20
H -2.09 3.07 -1.93
H -4.48 3.14 -1.23
H -4.71 2.21 0.37
F -0.91 -0.16 5.42
C -0.24 -1.00 4.60
F 0.57 -1.74 5.38
F -1.19 -1.83 4.04
C 0.48 -0.23 3.45
O 1.62 -0.52 3.16
O -0.26 0.69 2.92
I 7.89 0.06 -0.61
C 5.90 0.12 -0.41
C 5.17 0.10 -1.62
C 3.78 0.31 -1.63
C 3.18 0.55 -0.39
C 3.82 0.33 0.83
C 5.19 0.23 0.81
C 1.81 1.14 -0.43
O 1.22 1.26 0.71
O 1.31 1.55 -1.47
H 5.74 -0.01 -2.52
H 3.20 0.39 -2.58
H 3.28 0.18 1.77
H 5.76 0.20 1.75
*
```

=====

Entry 2:
DFT (the ωB97M-V functional and the def2-TZVPD basis) results for a molecular structure, C14H19FeN3O9P2S.

Summary:
Expectation value of S²: 6.0135
E_LUMO (alpha / beta) (eV): 4.1 / 4.1
Max |F| (eV Å⁻¹): 0.80
Gap between HOMO and LUMO (alpha / beta) (hartree): 0.1942 / 0.1942
E_tot (Eh): -3731.43062

```
! RIJCOSX wB97M-V def2-TZVPD def2/J DEFGRID3
* xyz -2 5
Fe -0.88 0.74 0.97
O 1.78 1.14 3.18
C 1.65 0.08 2.51
O 0.82 -0.04 1.55
C 2.57 -1.06 2.84
C 3.56 -0.74 3.78
C 4.53 -1.63 4.20
C 4.50 -2.92 3.66
C 3.54 -3.27 2.75
C 2.52 -2.38 2.29
S 1.40 -3.04 1.14
H 3.54 0.27 4.17
H 5.27 -1.34 4.93
H 5.24 -3.66 3.97
H 3.52 -4.27 2.34
O -0.03 2.81 2.54
P -1.40 2.43 3.26
O -1.47 2.77 4.69
O -1.72 1.00 2.80
O -2.41 3.42 2.41
P -2.40 3.57 0.81
O -1.07 4.45 0.55
O -3.59 4.27 0.30
O -2.12 2.17 0.25
H 0.75 2.20 2.85
H -0.36 4.07 1.10
C -3.40 -0.33 -3.95
C -3.44 0.77 -2.91
N -2.56 0.43 -1.81
C -1.32 -0.10 -2.01
N -0.44 -0.02 -1.05
C 0.90 -0.56 -1.28
C 0.88 -1.75 -2.21
C 0.18 -1.36 -3.49
N -1.11 -0.77 -3.20
C -1.95 -0.54 -4.35
H -3.99 -0.06 -4.82
H -3.80 -1.25 -3.52
H -4.44 0.91 -2.51
H -3.15 1.73 -3.37
H -2.58 1.10 -1.03
H 1.31 -0.86 -0.32
H 1.53 0.24 -1.70
H 0.37 -2.58 -1.72
H 1.90 -2.09 -2.42
H 0.01 -2.23 -4.14
H 0.80 -0.65 -4.06
H -1.86 -1.41 -5.01
H -1.60 0.33 -4.93
*
```

=====

Entry 3:
DFT (the ωB97M-V functional and the def2-TZVPD basis) results for a molecular structure, C14H19I2N5O4RhS at a distorted geometry.

Summary:
Expectation value of S²: 6.0316
E_LUMO (alpha / beta) (eV): 2.3 / 1.8
Max |F| (eV Å⁻¹): 7.06
Gap between HOMO and LUMO (alpha / beta) (hartree): 0.1384 / 0.2406
E_tot (Eh): -2223.61991

```
! RIJCOSX wB97M-V def2-TZVPD def2/J DEFGRID3
* xyz -1 5
Rh -0.14 -1.88 -0.71
I 4.90 1.25 -0.57
C 3.86 -0.58 -0.65
C 4.63 -1.85 -0.70
C 3.97 -3.01 -0.75
C 2.49 -3.01 -0.75
N 1.84 -1.88 -0.71
C 2.52 -0.63 -0.65
H 5.71 -1.82 -0.70
H 4.51 -3.95 -0.79
H 1.95 -3.95 -0.79
H 1.94 0.29 -0.61
N -1.55 -4.10 1.72
C -1.54 -2.76 1.70
N -2.75 -2.18 1.73
S -0.14 -1.88 1.64
H -2.40 -4.65 1.76
H -0.67 -4.60 1.71
H -3.61 -2.71 1.77
H -2.82 -1.17 1.72
O -1.78 -1.88 -0.71
C 0.32 2.33 2.18
C -0.99 2.72 1.50
C -1.11 2.25 0.02
C -2.50 2.72 -0.52
C -2.78 2.33 -1.97
C -0.04 2.93 -0.78
O 0.07 4.16 -0.87
N 0.81 2.09 -1.42
C 0.79 0.72 -1.40
O 1.67 0.16 -2.06
N -0.14 0.10 -0.71
C -1.08 0.72 0.00
O -1.94 0.11 0.64
H 0.33 2.71 3.21
H 1.19 2.75 1.66
H 0.44 1.24 2.23
H -1.08 3.81 1.55
H -1.81 2.32 2.10
H -2.57 3.81 -0.44
H -3.30 2.32 0.11
H -2.04 2.75 -2.65
H -3.76 2.71 -2.27
H -2.79 1.24 -2.10
H 1.54 2.51 -1.97
I -0.14 -4.55 -0.71
*
```

=====

Entry 4:
DFT (the ωB97M-V functional and the def2-TZVPD basis) results for a molecular structure, C14H19IrN4S4.

Summary:
Expectation value of S²: 0.7864
E_LUMO (alpha / beta) (eV): -11.2 / -12.0
Max |F| (eV Å⁻¹): 0.87
Gap between HOMO and LUMO (alpha / beta) (hartree): 0.2379 / 0.2225
E_tot (Eh): -2459.92845

```
! RIJCOSX wB97M-V def2-TZVPD def2/J DEFGRID3
* xyz 3 2
Ir 0.33 -1.37 -0.13
C 0.32 -4.23 -0.78
C -0.93 -3.67 -1.45
N -1.43 -2.47 -0.70
C -2.33 -2.74 0.47
C -1.57 -3.21 1.70
S -0.06 -2.18 1.93
C 1.28 -3.45 2.02
C 2.13 -3.46 0.76
N 1.30 -3.12 -0.46
H 0.81 -4.96 -1.43
H 0.09 -4.74 0.15
H -1.69 -4.44 -1.51
H -0.71 -3.34 -2.46
H -1.98 -1.93 -1.36
H -3.09 -3.48 0.20
H -2.84 -1.80 0.68
H -1.27 -4.25 1.65
H -2.18 -3.08 2.60
H 0.78 -4.40 2.22
H 1.88 -3.21 2.89
H 2.58 -4.45 0.62
H 2.93 -2.73 0.82
H 1.94 -3.02 -1.25
S -2.64 2.78 0.36
C -1.08 2.41 0.22
S -0.45 0.76 0.67
C 1.13 1.24 0.12
N 1.28 2.45 -0.21
N 0.06 3.16 -0.11
C 0.14 4.51 -0.39
C 1.38 5.03 -0.87
C 1.49 6.36 -1.17
C 0.39 7.22 -1.00
C -0.83 6.72 -0.52
C -0.97 5.39 -0.22
S 2.22 -0.12 -0.06
H 2.22 4.37 -1.00
H 2.43 6.75 -1.54
H 0.49 8.27 -1.24
H -1.66 7.39 -0.38
H -1.91 5.03 0.17
*
```